Below is a structure of composition C14H10N10O2S2Sn, with properties calculated with wB97M-V/def2-TZVPD.

Each line ends with the natural charge from an NBO analysis.
Geometry (Å):
Sn1 0.049 -0.399 -0.959  1.0261
S1 1.728 -1.185 1.124  -0.3184
C1 2.329 -2.571 0.281  0.0775
C2 3.114 -3.541 0.949  -0.2855
C3 3.585 -4.636 0.267  -0.1840
C4 3.273 -4.786 -1.084  -0.3429
C5 2.492 -3.803 -1.661  0.0545
N1 2.037 -2.729 -1.023  -0.4981
H1 3.321 -3.395 2.001  0.2114
H2 4.184 -5.382 0.780  0.1895
H3 3.608 -5.639 -1.661  0.1939
H4 2.206 -3.881 -2.707  0.1755
N2 -3.211 1.149 0.344  -0.6023
C6 -2.044 1.329 1.064  0.4531
N3 -2.000 2.054 2.166  -0.4127
N4 -0.706 1.998 2.548  -0.1245
N5 -0.022 1.286 1.731  -0.1124
N6 -0.847 0.820 0.759  -0.5126
C7 -3.203 0.904 -1.018  0.4382
N7 -4.246 1.111 -1.805  -0.4313
N8 -3.827 0.668 -3.012  -0.1475
N9 -2.617 0.226 -2.936  -0.1340
N10 -2.178 0.367 -1.664  -0.4801
H5 -3.986 1.701 0.671  0.4085
O1 -7.459 -0.763 0.249  -0.6961
C8 -6.666 -1.376 1.174  0.7847
O2 -7.095 -1.538 2.288  -0.6073
C9 -5.317 -1.770 0.710  -0.2623
C10 -5.020 -1.977 -0.636  -0.1283
C11 -3.736 -2.294 -1.040  -0.2641
C12 -2.701 -2.394 -0.108  -0.1137
S2 -1.061 -2.736 -0.631  -0.3331
C13 -3.003 -2.181 1.247  -0.2440
C14 -4.291 -1.895 1.650  -0.1463
H6 -6.921 -0.551 -0.528  0.4951
H7 -5.776 -1.887 -1.410  0.1901
H8 -3.506 -2.404 -2.097  0.2328
H9 -2.195 -2.224 1.966  0.2296
H10 -4.519 -1.718 2.692  0.2208

## Properties
- Energy relative to the best compared isomer or geometry (same formula, charge and spin): 3.7 kcal/mol
- Spin multiplicity: 1
- Electronic energy: -2248.37204 hartree
- Net charge: -2
- LUMO level: 0.1759 Eh
- M: 533.1 g mol⁻¹
- Max |F|: 0.256 eV Å⁻¹
- Frontier orbital gap: 6.6 eV
- E_HOMO: -1.79 eV


Below is a structure of composition C16H15N2O9P2ReS5Sb, with properties calculated with wB97M-V/def2-TZVPD.

Each line ends with the natural charge from an NBO analysis.
Geometry (Å):
Re1 -2.236 -0.942 -0.848  1.3008
S1 -1.067 2.745 1.815  -1.0009
Sb1 -2.357 1.381 3.139  0.8537
S2 -3.635 -0.005 0.743  -0.1588
S3 -3.545 -2.070 0.789  -0.1893
S4 -4.258 2.391 3.870  -0.9315
O1 0.421 -2.164 -3.112  -1.0200
P1 -1.076 -2.685 -3.150  2.5481
O2 -1.327 -3.875 -3.992  -1.1395
O3 -1.586 -2.756 -1.711  -1.1055
O4 -1.820 -1.390 -3.798  -1.1006
P2 -3.458 -1.255 -3.737  2.5570
O5 -3.933 -2.693 -4.219  -1.0240
O6 -3.953 -0.181 -4.602  -1.1201
O7 -3.750 -1.109 -2.224  -1.0749
H1 0.848 -2.352 -2.246  0.5385
H2 -3.215 -3.360 -4.187  0.5322
C1 3.801 0.350 5.075  -0.6249
C2 3.005 -0.252 3.949  -0.0138
C3 3.599 -1.128 3.044  -0.2531
C4 2.869 -1.676 1.999  -0.1352
C5 1.530 -1.350 1.870  -0.3622
C6 0.913 -0.494 2.767  -0.1484
C7 1.657 0.056 3.796  -0.1969
S5 0.553 -2.025 0.550  2.3407
O8 -0.346 -2.979 1.115  -0.9064
O9 1.506 -2.482 -0.453  -1.0037
N1 -0.288 -0.742 -0.023  -0.9393
C8 0.428 0.360 -0.525  0.1704
C9 1.781 0.613 -0.442  -0.2578
C10 2.318 1.839 -0.882  -0.1786
C11 1.541 2.816 -1.432  -0.2163
C12 0.162 2.568 -1.610  -0.0807
C13 -0.732 3.494 -2.186  -0.0999
C14 -2.048 3.173 -2.344  -0.2530
C15 -2.489 1.901 -1.956  0.1044
N2 -1.674 1.028 -1.397  -0.4823
C16 -0.365 1.339 -1.189  0.2434
H3 4.871 0.313 4.867  0.2029
H4 3.625 -0.188 6.009  0.2126
H5 3.520 1.390 5.240  0.2200
H6 4.652 -1.368 3.145  0.1966
H7 3.330 -2.331 1.272  0.2260
H8 -0.129 -0.227 2.641  0.2551
H9 1.179 0.757 4.471  0.2219
H10 2.456 -0.108 -0.017  0.2264
H11 3.382 2.001 -0.758  0.2014
H12 1.957 3.766 -1.744  0.1998
H13 -0.356 4.462 -2.495  0.2047
H14 -2.755 3.863 -2.780  0.2209
H15 -3.510 1.576 -2.106  0.2401

## Properties
- Energy relative to the best compared isomer or geometry (same formula, charge and spin): 30.9 kcal/mol
- Spin multiplicity: 4
- Electronic energy: -4398.09284 hartree
- Net charge: -2
- LUMO level (alpha / beta): 0.1461 / 0.1425 Eh
- M: 909.6 g mol⁻¹
- Max |F|: 1.378 eV Å⁻¹
- Frontier orbital gap (alpha / beta): 5.7 / 5.7 eV
- E_HOMO (alpha / beta): -1.74 / -1.79 eV


Below is a cluster of 8 separate species, C67H138ClN7O5 in total, with properties calculated with wB97M-V/def2-TZVPD.

Each line ends with the Löwdin charge.
Geometry (Å):
C1 2.387 -1.719 5.024  -0.0159
C2 3.159 -2.871 5.588  -0.4078
C3 2.479 -3.132 6.997  -0.1001
C4 1.060 -3.758 6.956  -0.1652
C5 1.223 -4.986 6.159  -0.1459
C6 1.655 -4.849 4.685  -0.4696
N1 2.952 -4.080 4.709  0.1465
O1 3.905 -4.352 3.711  0.1699
C7 0.566 -4.245 3.870  -0.0081
C8 1.937 -6.268 4.271  -0.0169
C9 4.703 -2.673 5.795  0.0141
H1 2.703 -1.610 3.987  0.0812
H2 2.542 -0.744 5.485  0.1201
H3 1.310 -1.879 5.074  0.0714
H4 2.491 -2.279 7.675  0.1398
H5 2.996 -3.808 7.678  0.1340
H6 0.324 -3.035 6.602  0.1078
H7 0.723 -3.978 7.969  0.1432
H8 0.230 -5.435 6.165  0.1465
H9 1.804 -5.776 6.633  0.1488
H10 -0.007 -3.397 4.246  0.0754
H11 -0.161 -5.042 3.712  0.1179
H12 0.860 -3.857 2.895  0.0962
H13 1.082 -6.919 4.454  0.1231
H14 2.859 -6.579 4.761  0.1102
H15 2.196 -6.455 3.228  0.1027
H16 5.298 -2.526 4.894  0.0626
H17 5.159 -3.539 6.274  0.1086
H18 4.860 -1.742 6.340  0.1070
C10 -8.476 1.481 0.108  0.0413
C11 -8.251 3.057 -0.005  -0.4111
C12 -6.840 3.359 0.629  -0.1375
C13 -5.721 2.932 -0.302  -0.1976
C14 -5.850 3.634 -1.668  -0.1097
C15 -7.144 3.318 -2.492  -0.4002
N2 -8.334 3.347 -1.488  0.1461
O2 -9.625 3.460 -2.048  0.1990
C16 -7.013 1.905 -3.198  0.0320
C17 -7.360 4.557 -3.331  -0.0126
C18 -9.262 3.771 0.875  -0.0001
H19 -8.338 1.230 1.160  0.0834
H20 -7.722 0.964 -0.486  0.0708
H21 -9.502 1.215 -0.146  0.1107
H22 -6.646 2.960 1.624  0.0971
H23 -6.769 4.432 0.811  0.1318
H24 -5.663 1.849 -0.190  0.0857
H25 -4.810 3.303 0.168  0.1086
H26 -4.945 3.512 -2.263  0.1285
H27 -5.931 4.681 -1.379  0.1248
H28 -6.749 1.090 -2.525  0.0686
H29 -6.324 1.890 -4.043  0.1047
H30 -8.011 1.619 -3.530  0.0981
H31 -8.244 4.405 -3.950  0.1044
H32 -6.519 4.738 -4.000  0.1165
H33 -7.515 5.451 -2.726  0.1097
H34 -9.112 3.657 1.948  0.1056
H35 -10.240 3.478 0.493  0.1027
H36 -9.137 4.840 0.704  0.1084
C19 -3.178 0.080 -0.294  0.0151
C20 -1.732 0.555 -0.729  -0.3736
C21 -1.602 2.064 -0.572  -0.1362
C22 -1.477 2.611 0.845  -0.1539
C23 -0.162 2.070 1.383  -0.1304
C24 -0.121 0.492 1.453  -0.3676
N3 -0.594 -0.179 0.116  0.1917
O3 -0.373 -1.575 -0.164  0.0963
C25 -0.876 0.023 2.782  0.0241
C26 1.369 0.146 1.697  -0.0574
C27 -1.473 0.196 -2.223  -0.0283
H37 -3.425 0.470 0.693  0.0576
H38 -3.293 -1.004 -0.272  0.0980
H39 -3.999 0.551 -0.834  0.0785
H40 -2.469 2.442 -1.115  0.1252
H41 -0.738 2.371 -1.162  0.1139
H42 -2.292 2.354 1.521  0.1001
H43 -1.392 3.696 0.906  0.1314
H44 0.062 2.524 2.348  0.1374
H45 0.695 2.403 0.797  0.1120
H46 -0.486 0.589 3.628  0.1025
H47 -0.702 -1.053 2.810  0.0808
H48 -1.934 0.269 2.695  0.0612
H49 1.686 0.554 2.657  0.0924
H50 2.005 0.662 0.977  0.0361
H51 1.580 -0.923 1.647  0.0820
H52 -0.500 0.584 -2.521  0.0488
H53 -2.145 0.585 -2.989  0.1097
H54 -1.449 -0.889 -2.327  0.0655
C28 -4.808 2.724 4.468  0.0105
C29 -5.482 1.903 5.631  -0.3794
C30 -7.014 2.155 5.556  -0.0920
C31 -7.730 1.387 4.363  -0.1527
C32 -7.472 -0.101 4.428  -0.1244
C33 -6.022 -0.639 4.686  -0.3845
N4 -5.229 0.398 5.538  0.1386
O4 -3.979 0.036 5.937  0.1516
C34 -5.271 -0.826 3.372  -0.0226
C35 -6.078 -1.972 5.526  0.0112
C36 -4.840 2.378 7.010  -0.0016
H55 -5.110 3.771 4.463  0.1133
H56 -5.231 2.395 3.519  0.0463
H57 -3.724 2.617 4.450  0.0901
H58 -7.299 3.200 5.440  0.1354
H59 -7.535 1.859 6.467  0.1344
H60 -7.365 1.845 3.444  0.0705
H61 -8.800 1.506 4.529  0.1349
H62 -7.863 -0.596 3.539  0.1318
H63 -8.117 -0.485 5.218  0.1338
H64 -5.529 -1.654 2.711  0.1127
H65 -4.259 -1.185 3.559  0.0791
H66 -5.250 0.098 2.795  0.0730
H67 -6.789 -2.642 5.041  0.1129
H68 -6.203 -1.896 6.606  0.1052
H69 -5.104 -2.459 5.578  0.0835
H70 -5.009 3.441 7.180  0.1079
H71 -3.789 2.167 7.209  0.0834
H72 -5.256 1.939 7.918  0.0994
C37 4.457 5.166 -2.124  -0.0011
C38 3.644 3.901 -2.028  -0.3857
C39 2.099 4.210 -1.968  -0.1578
C40 1.451 4.692 -3.232  -0.1709
C41 1.646 3.546 -4.214  -0.1086
C42 3.195 3.220 -4.592  -0.3866
N5 3.922 3.064 -3.293  0.1402
O5 5.187 2.464 -3.386  0.1386
C43 3.768 4.344 -5.529  0.0308
C44 3.172 1.859 -5.335  -0.0380
C45 4.125 3.248 -0.658  -0.0294
H73 4.134 5.967 -1.458  0.1214
H74 4.271 5.563 -3.122  0.0870
H75 5.507 5.015 -1.875  0.1130
H76 1.850 4.827 -1.104  0.1322
H77 1.451 3.377 -1.696  0.0812
H78 1.962 5.619 -3.493  0.1198
H79 0.391 4.888 -3.075  0.1277
H80 1.010 3.699 -5.085  0.1332
H81 1.281 2.612 -3.787  0.0878
H82 3.342 5.338 -5.390  0.0918
H83 3.493 4.051 -6.542  0.1067
H84 4.853 4.445 -5.486  0.1037
H85 4.146 1.506 -5.674  0.0957
H86 2.468 1.726 -6.157  0.1016
H87 2.750 1.125 -4.649  0.0179
H88 5.086 2.742 -0.751  0.0698
H89 3.450 2.434 -0.396  0.0153
H90 4.041 3.918 0.198  0.1045
C46 -1.626 -0.184 -8.503  -0.0813
C47 -1.464 -0.291 -6.965  -0.2342
C48 -0.252 -1.174 -6.540  -0.1669
C49 -0.153 -1.521 -5.011  -0.0957
N6 0.863 -2.629 -4.665  -0.1474
C50 2.264 -2.032 -4.834  -0.0973
C51 3.052 -2.966 -5.794  -0.1357
C52 2.058 -3.732 -6.603  -0.1789
C53 0.920 -3.868 -5.697  -0.0782
C54 0.645 -3.123 -3.240  -0.1376
C55 -0.639 -3.982 -2.999  -0.2061
C56 -0.744 -4.805 -1.663  -0.0687
H91 -1.849 -1.123 -9.010  0.0824
H92 -0.756 0.214 -9.024  0.0815
H93 -2.486 0.456 -8.704  0.0786
H94 -2.339 -0.727 -6.483  0.1033
H95 -1.274 0.693 -6.535  0.0963
H96 0.699 -0.712 -6.808  0.1069
H97 -0.348 -2.096 -7.113  0.1057
H98 -1.140 -1.907 -4.753  0.1153
H99 0.008 -0.694 -4.320  0.1032
H100 2.706 -2.054 -3.838  0.0805
H101 2.189 -1.039 -5.276  0.1008
H102 3.597 -3.692 -5.191  0.1201
H103 3.848 -2.489 -6.366  0.1281
H104 2.363 -4.709 -6.978  0.1496
H105 1.752 -3.155 -7.475  0.1236
H106 1.196 -4.751 -5.121  0.1376
H107 -0.048 -3.982 -6.184  0.1383
H108 0.827 -2.278 -2.577  0.0753
H109 1.441 -3.766 -2.865  0.1354
H110 -0.687 -4.715 -3.804  0.1084
H111 -1.507 -3.323 -2.969  0.0873
H112 -0.615 -4.212 -0.758  0.0508
H113 -0.232 -5.761 -1.772  0.0849
H114 -1.792 -5.080 -1.784  0.0782
C57 6.230 -1.038 -4.311  -0.1015
C58 7.199 -0.813 -3.158  -0.2506
C59 6.628 -1.178 -1.830  -0.1995
C60 7.434 -0.531 -0.676  -0.0564
N7 6.846 -0.703 0.821  -0.1799
C61 5.451 -0.001 0.856  -0.0876
C62 5.407 0.769 2.193  -0.1331
C63 6.726 0.491 2.975  -0.1258
C64 7.634 0.109 1.849  -0.1113
C65 6.827 -2.142 1.294  -0.0835
C66 8.195 -2.901 0.980  -0.2246
C67 8.164 -4.317 1.370  -0.0957
H115 6.564 -0.685 -5.286  0.0866
H116 5.295 -0.511 -4.125  0.0463
H117 6.068 -2.093 -4.535  0.0764
H118 7.510 0.231 -3.199  0.1161
H119 8.048 -1.456 -3.392  0.1287
H120 6.514 -2.261 -1.774  0.1214
H121 5.587 -0.869 -1.740  0.0770
H122 7.485 0.539 -0.875  0.1228
H123 8.489 -0.801 -0.652  0.1328
H124 4.653 -0.722 0.682  0.1137
H125 5.363 0.770 0.090  0.0880
H126 4.629 0.336 2.821  0.0907
H127 5.263 1.841 2.054  0.1130
H128 6.621 -0.341 3.671  0.1047
H129 7.136 1.383 3.450  0.1376
H130 8.568 -0.375 2.136  0.1429
H131 7.871 0.995 1.260  0.1397
H132 6.084 -2.565 0.618  0.1197
H133 6.327 -2.086 2.260  0.1202
H134 9.020 -2.450 1.532  0.1167
H135 8.352 -2.841 -0.097  0.1077
H136 9.184 -4.691 1.288  0.1028
H137 7.632 -4.875 0.600  0.0892
H138 7.736 -4.364 2.372  0.0872
Cl1 2.563 0.157 -1.919  -0.2410

## Properties
- Spin multiplicity: 1
- Electronic energy: -3852.34100 hartree
- Net charge: +6
- LUMO level: -0.5694 Eh
- M: 1157.3 g mol⁻¹
- Max |F|: 9.772 eV Å⁻¹
- Frontier orbital gap: 4.4 eV
- E_HOMO: -19.84 eV


> Which value of spin multiplicity does entry 1 give?

1